ORCA calculation (ωB97M-V with the def2-TZVPD basis set) on C30H27N6OS2Ti as an isolated structure.

Summary:
Expectation value of S²: 0.76
Energy above the lowest of the compared OMol25 structures with the same formula, charge and spin in eV: 1.564
Frontier orbital gap (alpha / beta) in eV: 6.845 / 7.664
Spin multiplicity: 2
Charge: +2

Geometry as XYZ:
```
67
Properties=species:S:1:pos:R:3:forces:R:3
Ti 0.85485 -0.33804 -0.88593 0.3 1.0 0.1
O -1.30438 -3.36247 0.29519 0.0 0.4 -0.3
C -0.73347 -2.51931 -0.37563 -0.8 -0.9 0.0
N 0.52853 -2.08968 -0.23381 0.3 -1.0 0.7
C 1.27654 -2.58134 0.90103 0.0 -0.5 0.3
C 1.94251 -1.41161 1.57117 0.1 -0.3 0.4
C 2.34373 -1.44214 2.90345 0.0 0.1 -0.2
C 2.95940 -0.32997 3.44864 -0.1 0.0 -0.3
C 3.17910 0.77601 2.63479 0.0 -0.1 -0.2
C 2.75328 0.73227 1.31983 0.4 0.4 0.2
N 2.13055 -0.32975 0.79856 0.4 -0.3 0.5
C -1.44878 -1.77767 -1.48314 -0.8 -0.3 -0.2
C -2.77478 -2.07370 -1.77364 0.3 0.0 0.1
C -3.41511 -1.36797 -2.77940 0.3 0.1 0.0
C -2.70301 -0.38324 -3.45192 0.1 -0.1 0.1
C -1.39483 -0.12102 -3.07451 -0.2 0.2 -0.3
N -0.77242 -0.79683 -2.10646 -0.8 -0.6 -0.4
H 0.60813 -3.11902 1.59107 0.3 0.1 -0.1
H 2.05113 -3.29643 0.57571 -0.2 0.1 0.1
H 2.16014 -2.32080 3.50046 0.0 -0.1 0.0
H 3.26653 -0.32053 4.48278 0.0 0.0 0.1
H 3.67587 1.65297 3.01456 0.1 0.1 0.0
H 2.92659 1.56710 0.64584 -0.1 -0.1 0.1
H -3.26278 -2.84723 -1.20268 0.0 -0.1 0.0
H -4.44393 -1.57360 -3.03162 -0.1 0.0 0.0
H -3.15746 0.17982 -4.25159 0.0 0.1 -0.1
H -0.83430 0.67543 -3.55441 0.0 -0.1 0.1
S 1.58132 2.99870 -2.04186 -0.3 -1.3 0.5
C 1.25325 1.58303 -1.52577 0.6 2.6 -1.0
N 4.99022 -2.56266 -4.95995 0.2 -0.1 -0.1
C 4.12457 -2.04463 -4.09195 -0.3 0.3 0.4
C 3.04500 -1.23097 -4.50042 -0.1 0.0 0.1
C 2.18178 -0.72087 -3.56708 0.1 0.0 -0.4
N 2.29130 -0.93887 -2.24164 0.7 0.0 -0.7
C 3.33437 -1.69326 -1.84321 0.4 -0.3 0.0
C 4.24337 -2.25414 -2.70048 -0.1 0.1 0.0
H 4.89662 -2.40290 -5.94893 0.0 0.0 0.0
H 5.75476 -3.13895 -4.64806 0.0 0.0 -0.1
H 2.90813 -1.00604 -5.54604 -0.1 0.0 -0.1
H 1.35993 -0.08580 -3.88764 0.1 -0.1 0.0
H 3.44844 -1.83950 -0.77350 0.0 0.0 -0.2
H 5.05635 -2.84880 -2.31578 0.1 -0.1 0.1
N -0.54004 0.47763 0.34049 -0.4 0.5 0.3
S -0.61112 1.87875 1.14243 -1.1 -0.4 0.7
C -1.06494 1.34520 2.81023 0.4 0.3 -0.2
C -0.21878 1.66231 3.85941 0.0 0.1 -0.2
C -0.49731 1.16424 5.12269 0.0 0.0 0.1
C -1.60307 0.35289 5.32125 0.1 0.0 0.0
C -2.45726 0.06464 4.26582 0.0 0.0 -0.2
C -2.19342 0.56374 3.00087 -0.1 -0.1 0.0
C -2.19706 2.61896 0.66039 0.4 0.0 -0.1
C -2.80105 3.56034 1.47799 0.1 0.0 0.1
C -3.99776 4.12434 1.06768 0.1 0.0 0.0
C -4.55759 3.75999 -0.14609 0.0 0.0 -0.1
C -3.93345 2.82843 -0.95866 0.0 0.1 0.0
C -2.73835 2.25582 -0.56042 0.3 -0.2 0.0
H -1.32130 -0.13126 0.60176 0.1 0.3 0.0
H 0.63108 2.30461 3.68803 0.2 0.0 0.0
H 0.14747 1.41151 5.95116 0.1 0.0 0.1
H -1.80333 -0.05488 6.30042 0.0 0.0 0.1
H -3.33356 -0.54315 4.42840 -0.1 -0.1 0.0
H -2.87030 0.35946 2.18074 -0.1 0.0 0.0
H -2.35288 3.84562 2.41961 0.0 0.0 0.1
H -4.49448 4.85202 1.69052 0.0 0.1 0.1
H -5.48060 4.21211 -0.46696 -0.2 0.1 0.0
H -4.37295 2.55996 -1.90396 -0.1 -0.1 -0.2
H -2.21901 1.53114 -1.17986 -0.1 0.1 0.0
```
Forces are in eV/Å.

ORCA calculation (ωB97M-V with the def2-TZVPD basis set) on C9H13N3O3S2 as an isolated structure.

Summary:
Energy above the lowest of the compared OMol25 structures with the same formula, charge and spin in eV: 0.000
Frontier orbital gap in eV: 8.421

Geometry as XYZ:
```
30
Properties=species:S:1:pos:R:3:forces:R:3
C -4.37215 -0.73251 0.63079 4.8 1.7 -5.2
H -4.14478 -0.23807 1.50297 0.5 0.6 1.9
H -5.15848 -1.25862 0.52398 -5.8 -3.6 0.3
H -4.42440 -0.01255 -0.26951 0.3 -0.7 1.7
O -3.30864 -1.79321 0.15418 -2.5 2.9 2.2
C -2.17316 -1.15547 0.33854 2.1 -2.5 -2.4
O -1.99871 -0.02208 0.62344 -0.1 2.0 1.1
C -1.07577 -2.09416 -0.09245 2.0 1.3 8.5
C 0.24626 -1.41946 -0.20739 0.9 0.7 5.5
H 0.33446 -0.81843 -0.97900 -0.4 3.4 -3.7
H 0.46446 -0.68369 0.81383 -0.9 -2.3 -2.8
S 1.52125 -2.57641 -0.47845 1.3 -3.8 0.4
C 3.03650 -1.73983 -0.91800 -9.4 7.5 7.4
C 3.57106 -0.85236 0.49256 -3.5 -2.8 -5.9
O 4.35232 -1.48227 1.04637 4.5 -1.8 4.0
N 2.95087 0.25094 0.96501 3.0 -3.3 2.0
C 2.16528 0.94149 0.26328 -7.0 8.6 -4.6
N 1.82035 1.06920 -0.96743 1.5 -0.2 -2.0
N 1.00447 2.08944 -1.43957 -1.6 -1.9 3.4
C 0.38148 2.69261 -0.28094 -3.0 1.3 -14.3
C -0.73865 3.61441 -0.58719 -0.4 0.9 11.2
H -0.56382 4.63278 0.18802 -0.2 -2.4 -2.5
H -0.89399 3.94797 -1.48717 -0.9 1.1 -5.0
H -1.64939 3.23918 0.12896 1.6 0.5 -2.6
S 1.16354 2.41980 0.90471 6.1 -3.2 13.2
H 3.41536 0.60534 1.74732 0.4 0.9 1.6
H 2.67872 -1.00593 -1.52852 -0.6 2.0 -2.2
H 3.81023 -2.05008 -1.26302 8.9 -5.2 -3.7
H -1.39494 -2.70777 -0.75970 -1.6 -3.6 -4.8
H -1.01972 -2.86024 0.93439 0.0 1.9 -2.7
```
Forces are in eV/Å.

ORCA calculation (ωB97M-V with the def2-TZVPD basis set) on an isolated molecule of C2H6N4O.

Summary:
Energy above the lowest of the compared OMol25 structures with the same formula, charge and spin in eV: 5.256
Frontier orbital gap in eV: 9.685
SMILES string: [H]/N=C(/N)O/C=N\N

Geometry as XYZ:
```
13
Properties=species:S:1:pos:R:3:forces:R:3
H 0.02534 -2.27447 -0.50739 -1.4 1.8 -3.0
N -0.47719 -1.69383 -1.35984 1.9 -2.9 3.2
C -0.73927 -0.55159 -0.95432 -0.5 1.5 -1.0
N -1.44526 0.41385 -1.58951 -0.6 2.2 -5.1
O -0.40346 0.13020 0.25787 -1.2 -0.2 -2.4
C 0.24437 -0.65301 1.03075 4.9 -1.1 7.4
N 1.36302 -0.29609 1.74200 -3.8 2.5 -3.9
N 1.68808 1.03406 1.12254 -0.6 2.5 1.0
H -1.38394 0.70348 -2.78229 0.0 -1.8 5.1
H -1.29403 1.21546 -1.00666 -0.5 0.9 -0.7
H -0.32381 -1.40425 1.56404 0.2 -0.9 -0.5
H 0.78093 1.44604 0.75268 1.7 -0.9 0.3
H 1.96521 1.93014 1.73014 -0.1 -3.6 -0.5
```
Forces are in eV/Å.

ORCA calculation (ωB97M-V with the def2-TZVPD basis set) on an isolated molecule of C5H8N2O.

Summary:
Energy above the lowest of the compared OMol25 structures with the same formula, charge and spin in eV: 10.762
Frontier orbital gap in eV: 9.099

Geometry as XYZ:
```
16
Properties=species:S:1:pos:R:3:forces:R:3
C -1.47552 -1.07493 0.28816 1.5 -2.8 0.2
C 0.42471 1.66501 -0.07699 -4.7 0.8 -0.5
C 1.44272 0.51748 0.39784 5.0 2.9 -0.2
C 1.56569 -0.87426 -0.52743 -2.2 2.5 -1.3
C 0.12309 -0.78000 0.10388 -1.6 0.5 -1.5
H -1.46749 -1.51242 1.33472 -0.7 1.1 -0.7
H -2.11612 -1.91851 -0.31076 2.0 2.3 0.7
H -2.80647 0.65840 -0.53093 3.5 -1.9 2.5
H 0.40862 2.80849 -0.31121 1.2 -2.2 0.5
H 2.52614 0.86910 0.90381 -2.9 -0.4 -1.5
H 1.37583 -0.52495 -1.71642 1.3 -1.6 3.1
H 2.29358 -1.66718 -0.28913 -0.1 0.6 -0.1
H 0.00653 0.02527 -0.68335 -1.2 -1.9 0.9
N -1.91182 0.28088 0.10713 -0.8 4.3 -1.4
N -0.94925 1.45185 0.00710 0.7 0.9 -1.3
O 0.55976 0.07576 1.30359 -1.1 -5.0 0.6
```
Forces are in eV/Å.

ORCA calculation (ωB97M-V with the def2-TZVPD basis set) on C16H12AsN3O2ReS4 as an isolated structure.

Summary:
Energy above the lowest of the compared OMol25 structures with the same formula, charge and spin in eV: 0.000
Frontier orbital gap in eV: 5.829
Charge: +3

Geometry as XYZ:
```
39
Properties=species:S:1:pos:R:3:forces:R:3
Re -0.24306 2.67172 0.08620 0.0 0.1 -0.1
C 2.19438 -8.24052 6.68227 0.0 0.0 0.0
O 1.76297 -6.95847 7.24873 -0.1 0.1 0.0
C 1.85684 -5.84613 6.63943 0.0 0.0 0.0
C 2.45182 -5.69670 5.32724 0.0 0.0 0.0
C 2.52705 -4.47486 4.77646 0.0 -0.1 0.0
C 2.01695 -3.30763 5.48874 0.0 0.0 0.1
C 1.43744 -3.48616 6.81424 0.0 -0.1 0.1
C 1.35535 -4.70523 7.36580 0.0 0.1 0.0
N 2.06560 -2.09247 5.05087 0.0 0.0 -0.1
N 2.73833 -1.80213 3.95345 0.0 0.0 0.0
C 2.31487 -0.98063 3.05511 0.0 0.1 -0.1
C 3.33650 -0.63962 2.06093 0.0 0.0 0.0
C 3.15219 0.24555 1.05979 0.0 0.0 0.0
C 1.89133 0.90181 0.96895 0.1 0.0 0.0
O 1.62806 1.76935 0.09385 0.0 0.0 0.0
C 0.83638 0.59191 1.93400 0.0 -0.1 0.1
N -0.28840 1.31331 1.73608 0.0 0.1 0.0
C -1.31668 1.14400 2.56637 0.0 0.0 0.0
C -1.24513 0.24272 3.62482 0.0 0.0 0.0
C -0.09765 -0.49885 3.82521 0.0 0.0 0.0
C 0.99342 -0.32760 2.95890 0.0 0.1 0.0
H 1.81867 -8.97701 7.38222 0.0 0.0 0.0
H 3.28175 -8.24948 6.65239 0.0 0.0 0.0
H 1.74692 -8.37301 5.70056 0.0 0.0 0.0
H 2.86228 -6.56021 4.82360 0.0 0.0 0.0
H 3.00531 -4.33093 3.81654 0.0 0.0 0.0
H 1.09384 -2.60200 7.33501 0.0 0.0 0.0
H 0.94286 -4.87945 8.35008 0.0 0.0 0.0
H 4.28736 -1.14166 2.18883 0.0 0.0 0.0
H 3.92476 0.49148 0.34438 0.0 0.0 0.0
H -2.19813 1.74054 2.37490 0.0 0.0 0.0
H -2.09673 0.13526 4.28155 0.0 0.0 0.0
H -0.04588 -1.19483 4.64711 0.0 0.0 0.0
S -1.56810 8.03359 -0.52239 0.0 0.1 0.1
As -1.91412 6.23180 -1.23025 0.0 0.0 0.0
S -1.46086 2.13490 -1.45259 0.0 0.0 0.1
S -0.32749 4.78037 0.31256 0.0 -0.1 0.1
S -2.86119 5.04266 -2.49334 0.0 -0.1 0.0
```
Forces are in eV/Å.

no.,E_tot (eV)
1,-87310.3975
2,-41817.4574
3,-10174.8058
4,-10331.9642
5,-131632.3701